Below is 7 unconnected molecules or ions with the total composition C54H110F6N6O5P, with properties calculated with ωB97M-V/def2-TZVPD.

CARTESIAN COORDINATES (ANGSTROEM)
1 H 0.9420 -2.3544 6.2754
2 H 3.1117 -0.3030 -0.6865
3 H 2.0114 -5.8161 -0.7547
4 H 2.9924 2.5337 2.0899
5 H -0.4841 2.1059 4.2956
6 H 2.6549 3.0145 -8.6342
7 C -2.9177 1.0676 3.4016
8 H -1.7905 3.1121 4.8785
9 H -0.7203 -0.2118 4.0408
10 H 3.8016 -0.3938 4.4673
11 C -6.2352 5.0252 -0.3866
12 H -5.2966 -1.1831 7.9778
13 N -0.2424 1.3832 -5.9942
14 P 0.2137 0.7044 0.4453
15 C 3.9186 3.0859 1.9310
16 C -2.2527 -1.5700 5.0590
17 C -4.1007 4.8999 1.2246
18 H 0.9121 1.1493 -10.4337
19 H -1.4514 -2.3920 -1.2865
20 C -6.7793 6.0701 -1.3903
21 H -2.8246 2.4382 -4.1268
22 H -1.3747 -7.4609 -1.8728
23 F 0.7283 -0.7472 0.0031
24 N -3.3381 0.9290 5.9096
25 C 0.9577 0.9700 -5.0712
26 H 1.5905 -1.4266 3.3485
27 C 2.6145 -4.6509 2.8058
28 C 2.7850 -2.3918 4.8837
29 H 2.1602 -6.3941 4.8345
30 H -3.0099 2.8521 0.7890
31 H -0.7861 2.1535 5.9890
32 H -6.3520 3.2526 -1.6959
33 C -7.4026 4.5468 0.4929
34 H 1.5766 1.8557 -5.2152
35 N 3.0664 -3.8871 5.2016
36 H 4.4391 1.3314 -3.1377
37 H 6.7838 -0.3027 -0.8516
38 C -0.9968 2.4406 -5.2863
39 C 4.2259 1.6987 -2.1338
40 H -1.4910 -2.3440 5.1533
41 H 0.2900 0.0001 -8.5949
42 C -1.4183 -0.2349 4.8776
43 H -7.0945 6.9939 -0.9051
44 H 2.8783 2.9096 -10.2216
45 H 1.5567 -4.8059 -4.7323
46 O 3.4193 -4.2370 6.5611
47 H -4.9125 -1.0367 4.2886
48 H 3.9039 -6.7362 5.2822
49 H -5.5587 2.3532 0.4737
50 C -4.8709 2.8557 -0.2064
51 F -0.2844 2.1506 0.9046
52 H 7.0458 1.4083 -1.3637
53 H 2.3166 -6.8905 -2.0549
54 H 1.7013 0.1267 -7.7780
55 H -3.9407 -0.0970 8.3368
56 O 4.6941 0.5064 1.4730
57 H 5.7187 3.3420 -2.1911
58 H -1.7509 0.3744 -7.0846
59 H -0.8411 -0.1911 5.8012
60 H -3.7258 1.7882 3.5279
61 H -5.7836 0.2454 4.9889
62 H -0.7380 -6.6682 -3.8033
63 C 0.5189 -5.1306 -4.6569
64 H 5.6624 -5.0618 4.6686
65 C 5.0497 -4.6948 3.8451
66 H 3.4433 -6.9482 3.7025
67 H 3.9978 -1.1136 -2.0307
68 H -6.1257 6.3771 -2.2068
69 C -1.2934 2.1531 5.0243
70 H 2.1330 -3.1907 -2.8981
71 C -4.7397 4.5091 2.5811
72 H -2.4244 6.1298 0.4788
73 C 4.0885 -0.5643 -1.0935
74 C 4.2462 3.6440 -0.5450
75 C 4.0063 -1.4563 4.5991
76 H 0.7767 -7.3116 -4.0244
77 C 6.3747 0.5499 -1.3936
78 H -4.4540 2.0183 -0.7659
79 H 6.4797 0.1838 -2.4149
80 C -5.2731 -0.6805 5.2536
81 C 3.4879 -4.8624 4.0925
82 H 0.7346 0.8511 -4.0110
83 C -0.3916 -7.1849 -1.4913
84 C 4.8048 2.7965 0.5857
85 H -2.6146 -0.3147 -4.3914
86 H -5.4228 5.2486 2.9988
87 H -8.1190 3.9997 -0.1199
88 C -2.3503 0.4869 -5.0810
89 H 0.8241 2.6562 -7.0619
90 C -2.7860 5.7708 1.4423
91 H -3.6012 -2.5066 6.4824
92 H 1.7497 -3.1203 1.5684
93 H 4.5227 2.8713 2.8125
94 H -0.2993 3.0462 -4.7076
95 H -2.9681 6.6592 2.0471
96 H 5.2708 -3.6572 3.5950
97 H -2.5220 -1.4019 7.2584
98 H -0.6659 2.1585 -7.8659
99 H 6.9952 3.1640 -0.0266
100 H 6.7080 2.3814 1.5356
101 F 0.5899 0.3068 2.0020
102 H -2.9097 -1.7564 4.2094
103 H 4.5208 -1.2810 -0.3952
104 O -0.3020 -4.3967 -0.4308
105 H 3.1701 3.6479 -0.3713
106 C 1.2187 -2.7036 -2.5591
107 H -7.8570 5.4364 0.9290
108 C -2.2433 1.0022 4.8214
109 H 0.9203 -2.8325 3.8388
110 C 0.2496 1.7939 -7.4003
111 C -1.2636 0.2014 -6.1251
112 C 1.5711 1.2858 -9.5762
113 H 0.1727 -8.1168 -1.4585
114 H 2.3807 -5.1534 -2.4146
115 H 0.2734 -5.4318 -5.6752
116 C 4.6640 3.1267 -2.0198
117 C -3.1158 -1.5391 6.3547
118 H 3.4007 -2.6975 2.0020
119 H -3.9319 4.2832 3.2773
120 F 1.7686 1.2657 0.2757
121 H 3.1426 1.6074 -2.2133
122 H 1.3002 3.5323 -9.6439
123 H -5.5523 0.4669 7.6892
124 C 3.2107 -6.3115 4.5560
125 H 3.6557 4.1435 1.9556
126 C -3.7225 3.6075 0.4577
127 H -4.9230 4.1251 -1.9381
128 C 0.9960 0.7755 -8.2975
129 C 0.3087 -6.3783 -3.7112
130 C 2.0622 2.7638 -9.5140
131 C -4.1623 -0.3462 6.2333
132 C -1.3144 -2.5622 -2.3544
133 C -0.3400 -3.8929 -4.2012
134 H 3.1028 -5.2617 2.0465
135 H -2.3126 1.4960 2.6026
136 H 4.1195 3.6257 -2.8214
137 H 1.4105 0.1206 -5.5828
138 H 1.5718 -0.8270 5.8247
139 H -0.7396 -0.7543 -6.1286
140 H -5.3284 3.5930 2.5323
141 C 1.8723 -5.9207 -1.8307
142 H -1.2507 -1.6144 -2.8890
143 N -0.2018 -4.7297 -1.8170
144 H -1.5233 3.1201 -5.9565
145 H -1.3279 -4.3345 -4.3321
146 C -1.9954 1.7655 -4.3458
147 H -1.5708 1.4896 -3.3806
148 C 4.8910 0.7748 -1.1043
149 H 1.2150 -1.7484 -3.0840
150 H -2.0166 5.1869 1.9475
151 H 4.5347 4.6741 -0.3358
152 H -3.1630 4.0536 -0.3645
153 C -5.6324 3.8649 -1.1525
154 C 1.9033 -2.4475 3.5676
155 C 1.8815 -1.8449 6.0615
156 F -0.1802 1.0743 -1.1146
157 N 4.6390 1.3521 0.3153
158 H -0.1699 -3.1616 -4.9914
159 O -3.5425 2.0099 6.7322
160 N -5.0515 5.6666 0.4000
161 H 4.7083 -1.6910 3.7989
162 H 6.4319 4.1556 1.2670
163 H 2.4602 0.6816 -9.7569
164 C 6.3500 3.1511 0.8519
165 H 5.2111 -5.2111 2.8987
166 C 2.4867 -3.1634 2.3703
167 C -4.7669 -0.2879 7.6519
168 H -7.6159 5.6703 -1.9633
169 F -1.1988 0.0425 0.5855
170 H -0.3166 -6.9350 -0.4330
171 H 4.6325 -1.4350 5.4910
172 H 1.3654 -2.4561 -1.5077
173 H 1.6491 -5.0668 3.0940
174 C -0.1348 -3.5059 -2.6815
175 H -3.2201 0.6996 -5.7026
176 C 0.4239 -6.0599 -2.2013
177 H -7.0202 3.9235 1.3013
178 H -6.0354 -1.3944 5.5657
179 H -3.3811 0.1426 3.0584
180 O -5.3064 7.0097 0.7962
181 H 2.4423 -1.8760 6.9957
182 H -2.3076 -2.9914 -2.4861

The value obtained for the electronic energy is -3766.5315 Ha. The calculation puts the frontier orbital gap at 6.003 eV. The total charge is +5.


Below is 2 unconnected molecules or ions with the total composition C2H2FNO2, with properties calculated with ωB97M-V/def2-TZVPD.

CARTESIAN COORDINATES (ANGSTROEM)
1 C 0.4888 1.1827 0.0133
2 H 1.5759 -0.3687 0.8404
3 N -1.0298 -1.1559 0.1663
4 F -1.5743 -0.5663 -1.1576
5 O -1.6717 -0.8056 1.0511
6 H 1.2083 -0.4945 -0.9583
7 C 1.0794 0.0240 -0.0277
8 O -0.0765 2.1844 0.0725

As for the energy above the lowest of the compared OMol25 structures with the same formula, charge and spin: 425.4 kJ/mol. The value obtained for the electronic energy is -382.3684 Ha. The SMILES is C=C=O.O=NF. The calculation puts the frontier orbital gap (alpha / beta) at 8.928 / 8.927 eV.


Below is a molecular structure, C6H12As2F13O6Rb, with properties calculated with ωB97M-V/def2-TZVPD.

CARTESIAN COORDINATES (ANGSTROEM)
1 H -5.1560 5.0765 1.2819
2 F -0.6364 -6.6233 2.5767
3 F 0.3032 2.8711 -7.2679
4 F 2.6244 3.7218 -7.6185
5 H -4.9630 4.8221 3.0806
6 F -0.4732 -5.8246 0.2071
7 H 5.2037 -2.1069 4.0117
8 C -4.7313 4.4643 2.0774
9 O -5.3225 1.0419 1.8579
10 F 2.7050 4.4988 -5.1531
11 F -1.2856 -9.0295 1.6623
12 H 3.6281 2.3492 1.0816
13 C 4.5005 0.2447 2.0690
14 H 5.0313 3.3067 1.6266
15 F -3.3289 -1.0915 -5.3194
16 F -2.5520 -6.9579 0.8763
17 F 0.9465 -7.8315 0.8644
18 H -4.6386 -0.2215 0.3058
19 F 0.8728 5.3040 -6.5834
20 C 4.7145 2.4336 1.0560
21 Rb -0.1322 -0.6934 -2.1446
22 F 0.4459 3.5335 -4.7021
23 F -0.9846 -8.0732 -0.7524
24 H -4.2716 -0.7385 1.9736
25 O -3.5506 2.1561 0.9533
26 C -4.9992 -0.2387 1.3342
27 O 5.2570 1.2783 1.7218
28 O -5.2450 3.1175 2.0987
29 H 5.1434 2.4868 0.0554
30 O 3.2972 0.0755 1.8752
31 H -5.9125 -0.8336 1.3250
32 H 3.7411 -2.0413 3.1818
33 F 2.1689 2.1504 -5.9020
34 As -0.8123 -7.4067 0.9368
35 H -3.6474 4.4113 1.9748
36 C 4.8130 -1.9501 3.0063
37 C -4.5833 2.0842 1.6100
38 O 5.3075 -0.7146 2.6310
39 As 1.5107 3.7098 -6.1756
40 H 5.0114 -2.7613 2.3058

As for the energy above the lowest of the compared OMol25 structures with the same formula, charge and spin: 327.1 kJ/mol. The value obtained for the electronic energy is -6481.4633 Ha. The calculation puts the frontier orbital gap at 4.902 eV. The total charge is -2.


Below is a single C13H17N3O5 molecule, with properties calculated with ωB97M-V/def2-TZVPD.

CARTESIAN COORDINATES (ANGSTROEM)
1 H -0.4041 5.2438 -2.8652
2 C -0.1576 -2.5900 0.6164
3 C 0.9768 1.8195 -2.1320
4 H 1.0655 -0.6880 2.9065
5 H -2.1257 5.0860 -2.3779
6 N 0.5357 1.3631 -0.8228
7 C -0.2350 -2.0244 1.8814
8 H 3.1415 1.0918 -0.9070
9 C 2.4335 1.4979 -2.5816
10 N -1.1254 4.7672 -2.4331
11 O 2.5326 1.6708 -3.8206
12 C 0.0916 -0.6329 2.4016
13 C 0.8879 0.8102 0.2893
14 O -1.4696 -5.9428 1.5413
15 H -0.1297 1.6349 2.0028
16 O -1.5368 2.5592 -1.8463
17 H 0.0140 -1.9820 -0.2344
18 H -0.3262 -4.5395 -0.4798
19 C -0.7534 -4.2245 2.9099
20 H 0.7517 3.3053 -3.5270
21 H -1.7962 -0.1666 0.5532
22 N -1.5330 0.7267 0.8393
23 H -1.3630 -4.7882 3.6190
24 O 3.4014 1.0345 -1.8136
25 C -0.1451 0.6324 1.3707
26 C -0.5030 -2.9134 3.0075
27 H -0.4180 1.7397 -0.9893
28 H -0.8929 -6.6164 1.1350
29 H -0.5844 -0.3855 3.2557
30 H 0.2188 1.4058 -2.8668
31 C 0.7259 3.2412 -2.3732
32 H 1.1600 4.1480 -2.0965
33 H -0.2587 -2.5996 3.9390
34 O 2.0524 0.5430 0.4964
35 C -0.8342 -4.7320 1.5347
36 H -2.1457 1.0033 1.6182
37 C -0.8062 3.4657 -2.2005
38 C -0.4451 -3.9642 0.4495

As for the energy above the lowest of the compared OMol25 structures with the same formula, charge and spin: 426.1 kJ/mol. The value obtained for the electronic energy is -1045.9834 Ha. The SMILES is NC(=O)C[C@H](NC(=O)[C@@H](N)Cc1ccc(O)cc1)C(=O)O. The calculation puts the frontier orbital gap at 8.967 eV.